{"formula": "C15H25ClN2O7", "method": "ωB97M-V/def2-TZVPD", "symbols": ["Cl", "O", "O", "O", "O", "O", "O", "O", "N", "N", "C", "C", "C", "C", "C", "C", "C", "C", "C", "C", "C", "C", "C", "C", "C", "H", "H", "H", "H", "H", "H", "H", "H", "H", "H", "H", "H", "H", "H", "H", "H", "H", "H", "H", "H", "H", "H", "H", "H", "H"], "positions_angstrom": [[4.3753, 1.2124, -0.9479], [-0.2317, -1.5782, -0.4094], [1.3204, 4.5121, 1.0473], [-5.3975, -0.4727, 0.3919], [-4.7976, 0.7659, -1.3934], [0.1236, 2.7007, 0.4410], [-0.8613, 4.6907, 0.5108], [-4.8881, 1.6724, 0.6692], [1.8262, -0.6729, -0.9592], [3.3839, -1.2405, 0.6745], [1.6841, -3.0698, -0.6500], [-5.0113, 0.6613, -0.2309], [-1.7895, 3.8027, -0.1241], [6.1956, -1.7734, -0.4742], [0.9280, -1.7488, -0.6479], [3.1850, -1.2373, -0.7727], [-6.3021, -1.1187, 2.5636], [3.0060, -2.6756, -1.3052], [5.6024, -1.1080, -1.7119], [4.2219, -0.4583, -1.5813], [-5.4469, 1.2264, 1.9099], [-1.2949, 2.4402, 0.3158], [0.2984, 4.0130, 0.7011], [-1.5721, 1.2854, -0.6209], [-5.2835, -0.2790, 1.8189], [-4.9108, 1.6864, 2.7357], [1.8075, -3.4015, 0.3787], [-2.3181, 0.6184, -0.1976], [-0.6753, 0.6963, -0.7892], [-7.1466, -0.5193, 2.9052], [-4.2634, -0.5602, 2.0925], [1.6709, -0.3667, -1.9154], [3.8037, -0.3541, -2.5831], [2.8177, -0.4903, 1.0569], [-1.9539, 1.6306, -1.5826], [3.8443, -3.3606, -1.2064], [6.2897, -0.3155, -2.0067], [5.5755, -1.8060, -2.5507], [-1.7073, 3.9246, -1.2068], [6.3960, -1.0352, 0.3050], [-2.8002, 4.0354, 0.1996], [-1.6587, 2.2249, 1.3249], [5.5649, -2.5549, -0.0528], [4.3384, -1.0161, 0.9204], [7.1558, -2.2170, -0.7325], [-6.6826, -1.8981, 1.9059], [1.1310, -3.8196, -1.2119], [-5.8528, -1.5982, 3.4310], [-6.5007, 1.5138, 1.9418], [2.8005, -2.5669, -2.3772]], "homo_energy_ha": -0.3653, "smiles": "CC[C@H](Cl)[C@]1(N)CCC(=O)N1.C[C@@H]1COC(=O)O1.C[C@@H]1COC(=O)O1", "e_tot_ha": -1682.9960, "molar_mass_g_mol": 380.82, "homo_lumo_gap_ev": 10.5, "largest_force_ev_per_a": 0.7, "e_lumo_ev": 0.59}

{"formula": "C12H22BrCuN4", "method": "ωB97M-V/def2-TZVPD", "symbols": ["Br", "Cu", "N", "N", "N", "N", "C", "C", "C", "C", "C", "C", "C", "C", "C", "C", "C", "C", "H", "H", "H", "H", "H", "H", "H", "H", "H", "H", "H", "H", "H", "H", "H", "H", "H", "H", "H", "H", "H", "H"], "positions_angstrom": [[-1.4536, 0.4131, -3.0024], [0.1095, 0.3829, -0.8987], [1.4721, -0.9805, -1.4149], [-0.3227, -4.5592, 0.8041], [0.0347, -0.0152, 1.1061], [-0.8646, 2.0704, -0.9574], [-1.6407, 2.0529, -2.0416], [2.2687, -1.1125, 0.9473], [-2.3805, 4.2457, -1.6659], [2.1553, -1.8454, -0.3858], [0.2929, -2.4057, 1.8583], [-2.4269, 3.0960, -2.4492], [1.4735, -3.2084, -0.2330], [-1.4551, 5.5741, 0.2809], [0.1533, -3.1424, 0.5291], [0.9571, -1.0316, 1.7219], [-0.8153, 3.1957, -0.2223], [-1.5580, 4.3256, -0.5402], [-2.9883, 5.0978, -1.9456], [0.2153, 0.8813, 1.5565], [-2.3601, 6.1714, 0.1940], [-0.1598, 3.1869, 0.6401], [-0.9342, -0.2219, 1.3495], [2.6868, -0.1128, 0.7999], [1.1218, -1.5633, -2.1754], [2.2027, -0.4200, -1.8612], [-0.6199, 6.1832, -0.0705], [-0.6367, -2.7034, -0.0854], [-1.2885, 5.3501, 1.3333], [1.1781, -0.6879, 2.7329], [2.9984, -1.6417, 1.5637], [1.3432, -3.6817, -1.2103], [0.9351, -2.9909, 2.5244], [2.1754, -3.8378, 0.3237], [-0.6733, -2.3130, 2.3621], [0.3521, -5.0744, 1.3811], [3.1618, -2.0379, -0.7581], [-3.0418, 3.0317, -3.3362], [-0.4502, -5.0972, -0.0596], [-1.2177, -4.5742, 1.3045]], "s_squared": 0.753, "homo_energy_ha": [-0.6828, -0.6825], "total_charge": 3, "e_tot_ha": -4903.0171, "spin_multiplicity": 2, "molar_mass_g_mol": 365.79, "homo_lumo_gap_ev": [9.7, 6.5], "largest_force_ev_per_a": 0.1, "e_lumo_ev": [-8.90, -12.03]}

{"formula": "C43H34BrF4MnN4OPS2", "method": "ωB97M-V/def2-TZVPD", "symbols": ["Br", "Mn", "S", "S", "P", "F", "F", "F", "F", "O", "N", "N", "N", "N", "C", "C", "C", "C", "C", "C", "C", "C", "C", "C", "C", "C", "C", "C", "C", "C", "C", "C", "C", "C", "C", "C", "C", "C", "C", "C", "C", "C", "C", "C", "C", "C", "C", "C", "C", "C", "C", "C", "C", "C", "C", "C", "C", "H", "H", "H", "H", "H", "H", "H", "H", "H", "H", "H", "H", "H", "H", "H", "H", "H", "H", "H", "H", "H", "H", "H", "H", "H", "H", "H", "H", "H", "H", "H", "H", "H", "H"], "positions_angstrom": [[-0.5464, 3.0210, -0.9868], [-0.4354, 0.5780, -0.4107], [-4.7527, 0.5505, -4.0367], [0.2122, 1.0946, 6.9460], [1.8683, 0.8063, -0.7432], [4.5845, 2.1310, -0.9582], [5.1637, 4.7226, -1.3321], [3.1744, 6.5505, -1.5238], [0.5877, 5.7540, -1.3776], [-0.4042, -1.2781, -0.9268], [-2.4191, 0.6010, -0.2731], [-0.3346, -3.1304, -2.2144], [-0.6992, 0.7665, 1.8364], [-0.5727, -3.2746, 0.1228], [-1.6459, 1.0904, 4.4275], [-2.0386, 0.8537, 2.0696], [-4.6260, 0.6542, -1.2426], [-3.2249, 0.5497, -1.3268], [2.8950, 5.2917, -1.3344], [1.2904, 3.5478, -1.0302], [-0.2812, 0.9466, 4.2089], [2.0613, 0.8022, 5.1979], [-2.5510, 1.0284, 3.3646], [4.3983, 0.2187, 2.4147], [3.9134, 4.3512, -1.2314], [4.1102, -0.8889, -3.7294], [0.0656, -4.5095, -2.4999], [-0.4167, -2.3020, -3.4184], [3.5991, 3.0139, -1.0267], [-4.3236, 0.8514, 1.1609], [3.6592, -0.5544, -2.4613], [-7.2923, 0.6715, -3.8477], [-2.9346, 0.7650, 0.9678], [2.4777, 0.1721, -2.3304], [-0.4525, -2.5940, 1.4100], [-0.4321, -2.5672, -1.0061], [2.2107, 0.2120, -4.7234], [2.8958, -1.3024, 0.6395], [-6.2845, 0.5950, -4.7664], [1.8128, 0.9817, 7.4805], [0.6905, 0.9358, 5.2805], [3.6852, -1.9314, 1.5849], [4.4527, -1.1677, 2.4588], [-5.4414, 0.6357, -2.4382], [1.7455, 0.5422, -3.4639], [-6.8143, 0.6950, -2.5267], [-3.9729, 1.1181, 3.5458], [-5.1575, 0.7936, 0.0401], [-4.8169, 1.0242, 2.4961], [1.5680, 4.8813, -1.2459], [0.1306, 0.8021, 2.8619], [-1.0422, -4.6590, 0.2008], [3.5966, 0.8605, 1.4831], [2.8792, 0.0967, 0.5652], [3.3970, -0.5005, -4.8552], [2.6984, 0.8289, 6.4476], [2.2827, 2.5838, -0.8969], [3.7718, -0.7449, -5.8402], [3.7200, -3.0110, 1.6412], [-0.2157, -5.3542, 0.3513], [-1.6041, -4.9353, -0.6853], [-0.1782, -3.3273, 2.1645], [-6.2268, 0.8762, 0.1824], [0.8229, 1.1066, -3.3552], [-0.7841, -5.0987, -2.8457], [-1.7130, -4.7465, 1.0535], [4.2441, -0.8277, -1.5956], [1.6577, 0.5112, -5.6041], [0.5820, -2.0381, -3.7721], [3.5501, 1.9428, 1.4599], [0.8060, -4.4835, -3.2987], [-5.8878, 1.0774, 2.6451], [-0.9256, -2.8715, -4.1941], [3.7640, 0.7325, 6.5935], [-7.4639, 0.7510, -1.6648], [1.1850, 0.7105, 2.6320], [2.6022, 0.6917, 4.2695], [5.0314, -1.4462, -3.8347], [0.5203, -4.9882, -1.6411], [5.1007, -1.6583, 3.1730], [-0.9760, -1.3939, -3.2283], [0.3246, -1.8364, 1.3727], [-2.7591, 0.4297, -2.3001], [-1.3973, -2.1274, 1.7024], [-8.3367, 0.7108, -4.1182], [-2.0307, 1.2433, 5.4286], [2.0529, 1.0448, 8.5306], [-6.3736, 0.5660, -5.8411], [-4.3510, 1.2587, 4.5501], [2.3060, -1.8850, -0.0607], [4.9886, 0.8098, 3.1028]], "s_squared": 6.164, "homo_energy_ha": [-0.5394, -0.5396], "total_charge": 3, "e_tot_ha": -7214.6302, "spin_multiplicity": 5, "molar_mass_g_mol": 928.71, "homo_lumo_gap_ev": [3.8, 5.3], "largest_force_ev_per_a": 2.3, "e_lumo_ev": [-10.87, -9.36], "de_lowest_ev": 0.719}

{"formula": "C44H48F17N4O3", "method": "ωB97M-V/def2-TZVPD", "symbols": ["F", "F", "F", "F", "F", "F", "F", "F", "F", "F", "F", "F", "F", "F", "F", "F", "F", "O", "O", "O", "N", "N", "N", "N", "C", "C", "C", "C", "C", "C", "C", "C", "C", "C", "C", "C", "C", "C", "C", "C", "C", "C", "C", "C", "C", "C", "C", "C", "C", "C", "C", "C", "C", "C", "C", "C", "C", "C", "C", "C", "C", "C", "C", "C", "C", "C", "C", "C", "H", "H", "H", "H", "H", "H", "H", "H", "H", "H", "H", "H", "H", "H", "H", "H", "H", "H", "H", "H", "H", "H", "H", "H", "H", "H", "H", "H", "H", "H", "H", "H", "H", "H", "H", "H", "H", "H", "H", "H", "H", "H", "H", "H", "H", "H", "H", "H"], "positions_angstrom": [[5.9822, 3.1491, 3.2151], [5.8582, 4.9811, 4.3828], [1.2669, 3.8182, -2.8021], [0.1797, 2.7539, 0.4721], [2.3992, 1.2840, -0.0635], [5.4441, 3.7184, 0.5151], [3.3985, 2.8438, -1.2222], [2.2955, 3.5241, 2.1270], [3.8426, 2.0324, 1.7018], [-0.2124, 1.6814, -3.6800], [4.1345, 3.6575, 4.3117], [1.7560, 1.1723, -2.8487], [5.7171, 5.8631, 2.0244], [1.1692, 4.5853, -0.2033], [-0.7428, 3.5548, -1.9375], [3.9234, 5.2294, 0.1093], [3.6719, 5.8846, 2.7689], [-6.7626, 3.7096, -0.2309], [2.5734, -1.1797, -1.6406], [2.1470, -4.1333, 2.7173], [-3.4943, -2.8192, 2.2618], [-5.0231, 5.3858, -2.1484], [7.8327, -5.4539, -2.7996], [4.8733, -4.7496, 3.5252], [-3.9228, 4.7956, 0.0845], [-0.4646, -3.6629, 1.3468], [7.2065, -3.3619, -1.7065], [0.5025, 1.5927, -2.4737], [2.5425, 2.6572, -0.1839], [9.3609, -4.7119, -0.9286], [-6.9310, 3.6684, -1.6338], [-1.5541, -2.2528, -0.4498], [-5.6330, 3.9965, -2.3626], [-4.8125, 5.7546, -0.6841], [-1.6493, -3.1453, 0.6840], [0.5517, 3.0607, -1.9061], [-0.2548, -1.8957, -0.9600], [0.9363, -2.4122, -0.3194], [4.6418, -4.5822, 1.0945], [3.2038, 3.1377, 1.1828], [5.9539, -3.5900, -0.8201], [-1.2719, -7.1765, 2.8161], [-5.1143, -4.8867, 0.7373], [-5.5738, -4.2286, 1.9453], [3.4767, -3.7957, 0.7795], [5.1450, 4.1481, 3.5555], [4.6637, 5.0370, 2.3471], [3.5582, -2.9250, -0.3897], [2.3439, -2.0649, -0.8492], [-0.2292, -0.9221, -2.1892], [-4.7430, -3.2550, 2.5781], [4.7605, -2.8300, -1.1588], [-3.6644, 5.3567, -2.8257], [-0.2570, 0.5606, -1.6003], [8.1151, -4.6139, -1.8867], [0.8609, -3.2877, 0.8604], [-7.2164, 6.7438, -2.4064], [2.1606, -3.7892, 1.5602], [4.6452, -5.5710, 2.2921], [5.8650, -4.4843, 0.3067], [4.2898, 4.2641, 1.0256], [-0.2588, -6.1191, 2.2265], [-3.0963, -3.4964, 1.1519], [-0.6839, -4.6098, 2.5456], [1.0958, 3.2127, -0.4393], [-5.7877, 6.4980, -2.8612], [-3.7812, -4.4623, 0.3574], [-7.9747, 3.9570, 0.4732], [0.6235, -1.1101, -2.8735], [5.8827, -4.6970, 3.6708], [-3.8944, 5.1002, 1.1316], [-8.0588, 5.0299, 0.6770], [-7.9331, 3.4295, 1.4254], [-5.7781, 6.2609, -3.9257], [-0.1499, -6.2493, 1.1254], [-5.2028, 7.4068, -2.7098], [6.7535, -5.0894, 0.6021], [-3.1685, 6.3087, -2.6438], [-8.8542, 3.6200, -0.0813], [-3.0805, 4.5340, -2.4215], [10.2038, -5.2723, -1.3979], [5.5458, -6.2394, 2.2067], [-0.8358, -7.7715, 3.6598], [0.0915, 0.4917, -0.5465], [4.4087, -5.1693, 4.3272], [-4.2806, 3.7678, 0.0559], [-5.1781, -2.7635, 3.4851], [-7.2114, 2.6424, -1.9034], [-5.7853, 5.8445, -0.2122], [-1.2143, -1.0631, -2.7034], [-5.7438, -5.6204, 0.2023], [-3.2985, -4.8883, -0.5444], [4.7740, -2.1434, -2.0283], [-7.3547, 6.6826, -1.3281], [-0.0549, -4.2753, 3.4117], [-4.8672, 3.2839, -2.0552], [0.7231, -6.2933, 2.7217], [-1.7293, -4.6467, 2.9239], [9.6980, -3.6514, -0.7721], [8.5558, -6.1831, -2.7725], [-4.3605, 6.7498, -0.6813], [-5.7800, 3.8960, -3.4397], [-7.5176, 7.7472, -2.7131], [9.0425, -5.1290, 0.0563], [-1.3315, 0.8741, -1.5634], [-7.7518, 4.3074, -1.9529], [-1.5986, -7.9176, 2.0446], [-2.2163, -6.6959, 3.1912], [7.8196, -2.5527, -1.2204], [6.8496, -2.9461, -2.6789], [-6.5651, -4.4785, 2.3737], [-7.9101, 6.0668, -2.9026], [-3.8174, 5.2045, -3.8932], [-2.8936, 4.8119, -0.2769], [3.7025, -6.1568, 2.3788], [-2.4941, -1.8583, -0.9010]], "homo_energy_ha": -0.3728, "total_charge": 1, "e_tot_ha": -3847.5738, "molar_mass_g_mol": 1003.86, "homo_lumo_gap_ev": 7.9, "largest_force_ev_per_a": 3.8, "e_lumo_ev": -2.27}